Record 1
Entry from the OMol25 dataset: a molecular structure, C4H2 in a non-equilibrium geometry (the ωB97M-V functional and the def2-TZVPD basis).

Each line ends with the natural charge from an NBO analysis.
Element x y z (Å)
C  0.334  0.331  0.086  0.23
C  -0.629  0.676  -0.679  -0.48
C  1.209  -0.336  0.774  -0.58
C  1.915  -1.231  1.332  0.17
H  -1.142  1.663  -0.839  0.30
H  -0.663  -0.737  -0.840  0.36

Values from the calculation:
Frontier orbital gap = 0.3110 Ha
DFT total energy = -153.3422 hartree
Relative energy (zero: lowest compared OMol25 entry of this formula, charge and spin) = 364.6 kJ/mol

Record 2
Entry from the OMol25 dataset: 5 unconnected molecules or ions with the total composition C24H34F2O6S3 in a non-equilibrium geometry (the ωB97M-V functional and the def2-TZVPD basis).

Each line ends with the natural charge from an NBO analysis.
Element x y z (Å)
F  -4.357  -1.571  -4.216  -0.33
C  -3.651  -0.410  -4.008  0.40
C  -2.351  -0.121  -4.628  -0.27
C  -1.668  0.982  -4.174  -0.21
C  -2.237  1.681  -3.028  -0.22
C  -3.382  1.392  -2.404  -0.19
C  -4.048  0.241  -2.833  -0.27
H  -1.897  -0.606  -5.426  0.23
H  -0.851  1.233  -4.836  0.23
H  -1.901  2.565  -2.851  0.19
H  -3.628  1.876  -1.527  0.22
H  -5.079  0.001  -2.465  0.23
F  3.902  1.397  5.096  -0.31
C  2.964  2.334  5.245  0.36
C  1.945  2.434  4.222  -0.25
C  0.808  3.280  4.298  -0.22
C  0.611  3.923  5.523  -0.16
C  1.486  3.773  6.631  -0.19
C  2.733  3.059  6.427  -0.28
H  2.280  1.847  3.253  0.21
H  -0.099  3.212  3.625  0.26
H  -0.113  4.357  5.649  0.15
H  1.370  4.257  7.521  0.21
H  3.507  3.022  7.337  0.23
C  0.766  2.503  -0.663  -0.41
C  1.998  2.748  0.184  -0.40
C  2.585  1.481  0.326  -0.71
S  2.131  0.472  -1.058  2.20
O  1.385  -0.628  -0.678  -0.97
O  3.294  0.401  -1.994  -0.93
C  0.891  1.554  -1.741  -0.69
H  0.480  3.652  -1.095  0.20
H  -0.004  2.520  -0.087  0.22
H  1.817  3.268  1.139  0.24
H  2.689  3.407  -0.373  0.20
H  1.964  0.967  1.158  0.24
H  3.533  1.739  0.758  0.28
H  -0.068  1.008  -1.801  0.27
H  1.186  1.981  -2.763  0.26
C  0.055  -3.756  -1.915  -0.41
C  -0.276  -2.573  -2.686  -0.39
C  0.789  -2.318  -3.645  -0.72
S  1.171  -3.838  -4.330  2.24
O  2.516  -4.000  -4.623  -0.96
O  0.369  -4.058  -5.486  -0.96
C  0.677  -4.777  -2.901  -0.70
H  -0.824  -4.060  -1.404  0.22
H  0.862  -3.602  -1.218  0.22
H  -0.409  -1.722  -2.231  0.22
H  -1.215  -2.740  -3.410  0.20
H  1.713  -1.941  -3.094  0.25
H  0.492  -1.558  -4.298  0.25
H  1.682  -5.107  -2.402  0.27
H  0.119  -5.410  -3.592  0.26
C  -1.405  -2.195  1.271  -0.40
C  -0.606  -2.337  2.628  -0.44
C  -1.110  -1.365  3.535  -0.66
S  -1.646  0.086  2.565  2.12
O  -0.646  1.186  2.819  -0.95
O  -3.012  0.333  2.870  -0.94
C  -1.531  -0.730  0.933  -0.64
H  -2.397  -2.777  1.375  0.22
H  -0.994  -2.789  0.534  0.23
H  0.396  -2.425  2.565  0.22
H  -0.630  -3.247  2.827  0.22
H  -0.317  -1.148  4.417  0.26
H  -1.888  -1.646  4.199  0.25
H  -0.581  -0.247  0.614  0.26
H  -2.343  -0.469  0.339  0.25

Values from the calculation:
Frontier orbital gap = 0.3499 Ha
DFT total energy = -2780.2172 hartree
SMILES = O=S1(=O)CCCC1.O=S1(=O)CCCC1.O=S1(=O)CCCC1.Fc1ccccc1.Fc1ccccc1
Relative energy (zero: lowest compared OMol25 entry of this formula, charge and spin) = 126.5 kJ/mol

Record 3
Entry from the OMol25 dataset: a single C9H13Br molecule in a non-equilibrium geometry (the ωB97M-V functional and the def2-TZVPD basis).

Each line ends with the natural charge from an NBO analysis.
Element x y z (Å)
C  1.557  -0.103  -0.301  -0.06
C  2.646  0.433  0.199  0.11
C  -0.814  -0.146  -1.357  -0.22
C  0.317  -0.407  -0.457  0.02
C  -0.981  -0.902  -0.007  -0.05
C  2.704  1.638  1.116  -0.68
C  -1.397  1.149  -1.710  -0.62
C  -1.496  -0.071  1.199  -0.60
C  -1.261  -2.377  0.147  -0.62
Br  4.910  -0.170  -0.005  -0.20
H  -0.949  -0.947  -2.192  0.22
H  3.134  2.574  0.639  0.23
H  3.403  1.435  1.908  0.24
H  1.668  1.770  1.479  0.22
H  -0.856  1.590  -2.580  0.22
H  -1.220  1.768  -0.849  0.22
H  -2.414  1.098  -2.083  0.22
H  -2.502  0.225  0.981  0.22
H  -0.736  0.653  1.369  0.22
H  -1.400  -0.749  1.995  0.22
H  -1.353  -2.682  1.208  0.22
H  -0.674  -3.225  -0.435  0.23
H  -2.286  -2.555  -0.264  0.22

Values from the calculation:
Frontier orbital gap = 0.3101 Ha
DFT total energy = -2924.5727 hartree
SMILES = CC(Br)=C=C1[C@H](C)C1(C)C
Relative energy (zero: lowest compared OMol25 entry of this formula, charge and spin) = 209.9 kJ/mol

Record 4
Entry from the OMol25 dataset: 10 unconnected molecules or ions with the total composition C30H80O10 in a non-equilibrium geometry (the ωB97M-V functional and the def2-TZVPD basis).

Each line ends with the Mulliken charge.
Element x y z (Å)
C  10.534  -12.930  -28.308  -1.15
C  12.012  -13.153  -28.220  0.44
C  12.804  -11.900  -28.479  -1.11
O  12.383  -13.637  -26.921  -0.60
H  9.939  -13.807  -28.054  0.47
H  10.303  -12.602  -29.326  0.26
H  10.226  -12.135  -27.624  0.21
H  12.295  -13.958  -28.911  0.23
H  13.810  -11.992  -28.064  0.40
H  12.331  -11.016  -28.053  0.05
H  12.963  -11.763  -29.552  0.43
H  12.030  -14.524  -26.813  0.33
C  8.612  -9.289  -30.625  -1.24
C  7.475  -8.522  -29.950  0.56
C  6.070  -8.919  -30.425  -0.67
O  7.552  -8.652  -28.519  0.15
H  9.499  -8.661  -30.690  0.27
H  8.340  -9.648  -31.621  0.39
H  8.836  -10.195  -30.053  0.14
H  7.611  -7.459  -30.160  0.18
H  5.982  -8.811  -31.503  0.19
H  5.377  -8.194  -29.993  0.18
H  5.855  -9.926  -30.066  -0.12
H  7.570  -9.603  -28.331  -0.13
C  8.543  -6.861  -24.334  -1.69
C  8.256  -6.517  -25.773  1.12
C  9.376  -6.890  -26.726  -1.27
O  6.994  -7.030  -26.177  -0.60
H  9.501  -6.458  -23.987  0.40
H  8.626  -7.941  -24.159  0.26
H  7.781  -6.458  -23.665  0.40
H  8.143  -5.422  -25.785  0.21
H  9.638  -7.952  -26.622  0.24
H  10.285  -6.319  -26.527  0.57
H  9.090  -6.759  -27.764  0.16
H  7.095  -7.802  -26.756  0.20
C  5.209  -10.582  -35.103  -1.37
C  3.874  -10.593  -34.367  0.56
C  3.999  -10.339  -32.873  -0.71
O  2.959  -9.648  -34.946  -0.65
H  5.039  -10.612  -36.179  0.34
H  5.775  -11.484  -34.851  0.42
H  5.810  -9.710  -34.846  0.20
H  3.370  -11.544  -34.557  0.43
H  4.165  -9.281  -32.660  0.05
H  4.838  -10.885  -32.440  0.35
H  3.062  -10.592  -32.373  0.18
H  3.026  -8.812  -34.466  0.34
C  13.510  -7.795  -26.829  -1.35
C  13.746  -8.068  -28.293  0.71
C  12.476  -8.133  -29.130  -1.03
O  14.627  -7.050  -28.755  -0.58
H  14.382  -8.049  -26.224  0.34
H  12.665  -8.329  -26.393  0.32
H  13.324  -6.727  -26.674  0.35
H  14.255  -9.039  -28.369  0.08
H  11.795  -8.893  -28.740  0.09
H  12.743  -8.425  -30.152  0.44
H  11.934  -7.189  -29.199  0.35
H  14.921  -7.288  -29.640  0.32
C  0.780  -12.880  -28.836  -1.53
C  2.120  -12.473  -29.437  0.60
C  2.399  -10.985  -29.330  -0.86
O  3.208  -13.159  -28.780  -0.51
H  -0.076  -12.596  -29.445  0.39
H  0.643  -12.427  -27.845  0.37
H  0.754  -13.962  -28.682  0.42
H  2.127  -12.753  -30.495  0.18
H  1.597  -10.363  -29.749  0.43
H  3.295  -10.694  -29.877  -0.11
H  2.491  -10.708  -28.278  0.35
H  2.943  -13.406  -27.889  0.32
C  9.054  -3.981  -31.461  -0.95
C  9.133  -2.714  -32.272  0.51
C  8.450  -2.814  -33.621  -1.27
O  8.549  -1.600  -31.566  -0.59
H  9.945  -4.135  -30.858  0.47
H  8.872  -4.863  -32.083  0.20
H  8.171  -3.941  -30.813  0.17
H  10.191  -2.484  -32.457  0.24
H  8.534  -1.866  -34.150  0.39
H  7.405  -3.110  -33.504  0.15
H  8.936  -3.553  -34.264  0.38
H  9.174  -1.331  -30.886  0.33
C  4.509  -6.614  -35.571  -1.44
C  4.941  -6.812  -34.114  1.51
C  5.943  -5.726  -33.687  -1.36
O  3.786  -6.841  -33.267  -0.60
H  5.281  -6.147  -36.177  0.38
H  3.610  -5.995  -35.610  0.35
H  4.277  -7.585  -36.012  0.36
H  5.435  -7.780  -34.043  -0.52
H  6.638  -6.019  -32.889  0.12
H  5.429  -4.835  -33.320  0.34
H  6.611  -5.485  -34.516  0.36
H  3.373  -5.982  -33.410  0.43
C  7.138  -12.363  -25.708  -1.46
C  6.345  -11.948  -26.943  0.61
C  5.415  -10.788  -26.612  -0.54
O  7.266  -11.546  -27.992  -0.48
H  6.546  -12.970  -25.036  0.40
H  7.603  -11.476  -25.265  0.28
H  8.029  -12.905  -26.050  0.32
H  5.741  -12.808  -27.246  0.24
H  4.820  -11.014  -25.719  0.53
H  4.704  -10.591  -27.414  -0.12
H  5.975  -9.892  -26.335  -0.09
H  6.852  -11.953  -28.761  0.20
C  5.375  -5.090  -28.652  -0.55
C  5.410  -4.149  -27.472  0.73
C  4.393  -3.038  -27.558  -1.54
O  5.189  -4.854  -26.251  -0.59
H  6.000  -5.956  -28.420  -0.21
H  5.702  -4.582  -29.559  0.33
H  4.367  -5.507  -28.751  0.35
H  6.414  -3.692  -27.432  0.14
H  3.361  -3.369  -27.689  0.36
H  4.630  -2.379  -28.406  0.37
H  4.434  -2.366  -26.698  0.38
H  5.813  -5.596  -26.223  0.31

Values from the calculation:
Frontier orbital gap = 0.3578 Ha
DFT total energy = -1943.3744 hartree
SMILES = CC(C)O.CC(C)O.CC(C)O.CC(C)O.CC(C)O.CC(C)O.CC(C)O.CC(C)O.CC(C)O.CC(C)O
Relative energy (zero: lowest compared OMol25 entry of this formula, charge and spin) = 126.6 kJ/mol